1.
14
Properties=species:S:1:pos:R:3 method="wB97M-V/def2-TZVPD" charge=0 largest_force_ev_per_a=0.5 relative_energy_kj_mol=121.46 energy_ev=-8372.0229 orbital_gap_ev=10.460 spin_multiplicity=1 lumo_ha=0.0273 e_homo_ev=-9.717 smiles="C[C@H](C=O)CO"
O -1.5096 1.4160 -1.2073
O 2.0635 0.8104 -0.1830
C -1.1981 -1.0661 0.0660
C -0.6522 1.3586 -0.3565
C 1.2012 -0.2990 -0.0143
C -0.2456 0.0885 0.3607
H -2.2392 -0.7870 0.2541
H -1.1260 -1.3571 -0.9879
H 2.1718 0.9696 -1.1284
H 1.6200 -0.9207 0.7841
H 1.1712 -0.9126 -0.9240
H -0.2608 0.3376 1.4328
H -0.9569 -1.9404 0.6813
H -0.1052 2.2686 -0.0390

2.
14
Properties=species:S:1:pos:R:3 method="wB97M-V/def2-TZVPD" charge=0 largest_force_ev_per_a=2.2 relative_energy_kj_mol=100.73 energy_ev=-8372.2378 orbital_gap_ev=11.098 spin_multiplicity=1 lumo_ha=0.0320 e_homo_ev=-10.227 smiles="CC(C)(O)C=O"
O 0.6281 -1.2583 -1.9665
O -0.5347 -1.5517 0.3879
C 0.5884 -0.2611 -1.2872
C -1.2932 0.7269 0.0701
C -0.1144 -0.2501 0.0787
C 1.0131 0.2104 0.9986
H -1.7475 0.7291 1.0580
H 0.7391 0.0309 2.0337
H -0.3096 -2.1100 -0.3774
H 1.9067 -0.3954 0.6672
H 0.8415 0.7394 -1.6740
H 1.2782 1.2523 0.8430
H -0.9630 1.7338 -0.1726
H -2.0329 0.4037 -0.6595